1.
Entry from OMol25: 2 unconnected molecules or ions with the total composition C16H17N in a non-equilibrium geometry (ωB97M-V with the def2-TZVPD basis set).

Values from the calculation:
M, g mol⁻¹: 223.32
Structure (SMILES): Cc1c[nH]c2ccccc12.Cc1ccccc1
HOMO level, eV: -7.764
Gap between HOMO and LUMO, Ha: 0.3131
LUMO energy, eV: 0.755

```
34
Properties=species:S:1:pos:R:3:nbo_charge:R:1
C -2.533 -2.594 0.108 -0.634
C -0.144 -2.129 -0.472 -0.013
C -1.462 -2.043 -0.731 -0.090
C -0.187 -1.141 -2.444 0.140
C -1.520 -1.313 -2.025 -0.076
C 0.089 -0.562 -3.663 -0.242
C -2.568 -0.994 -2.854 -0.204
C -0.995 -0.132 -4.457 -0.218
C -2.312 -0.262 -4.043 -0.233
N 0.684 -1.652 -1.475 -0.546
H 0.314 -2.394 0.474 0.198
H 1.627 -1.329 -1.421 0.411
H -2.311 -3.579 0.528 0.222
H -3.463 -2.669 -0.456 0.221
H 1.071 -0.221 -3.968 0.213
H -3.565 -0.921 -2.427 0.208
H -0.729 0.143 -5.469 0.211
H -3.199 -0.009 -4.605 0.214
H -2.701 -1.996 1.013 0.216
C -0.038 1.050 3.831 -0.637
C 2.324 3.311 1.978 -0.197
C 1.401 2.880 2.902 -0.216
C 3.173 2.365 1.399 -0.226
C 1.126 1.512 3.021 -0.014
C 2.893 1.023 1.472 -0.200
C 1.796 0.574 2.223 -0.217
H 2.583 4.348 1.804 0.214
H 0.853 3.500 3.603 0.212
H 4.039 2.713 0.849 0.212
H 3.505 0.311 0.931 0.206
H -0.706 1.865 4.108 0.216
H 0.142 0.431 4.718 0.221
H 1.438 -0.435 2.324 0.207
H -0.624 0.350 3.223 0.218
```



2.
Entry from OMol25: a molecular structure, C25H18BrN3O8OsP2 in a non-equilibrium geometry (ωB97M-V with the def2-TZVPD basis set).

Values from the calculation:
M, g mol⁻¹: 820.51
HOMO level (spin up / spin down), eV: -7.505 / -8.685
2S+1: 5
Gap between HOMO and LUMO (spin up / spin down), Ha: 0.2353 / 0.2216
LUMO energy (spin up / spin down), eV: -1.104 / -2.654

```
58
Properties=species:S:1:pos:R:3:lowdin_spin:R:1
Os 1.022 1.505 -1.019 1.576
Br -7.889 -0.085 -0.152 0.030
C -6.462 -0.859 0.830 0.120
C -5.489 -0.037 1.390 -0.013
C -4.428 -0.600 2.054 0.107
C -4.320 -2.011 2.170 0.033
C -5.347 -2.819 1.636 0.100
C -6.397 -2.244 0.963 -0.015
N -3.259 -2.603 2.730 0.544
N -2.289 -1.988 3.266 0.532
C -1.293 -1.315 2.736 0.017
C -0.565 -0.418 3.559 0.152
C 0.173 0.610 3.028 -0.030
C 0.331 0.734 1.635 0.154
O 0.892 1.757 1.039 0.162
C -0.158 -0.317 0.815 0.035
N 0.202 -0.247 -0.500 0.059
C -0.295 -1.141 -1.346 -0.014
C -1.130 -2.170 -0.929 0.053
C -1.461 -2.292 0.411 -0.011
C -0.984 -1.348 1.319 0.057
H -5.569 1.034 1.283 -0.003
H -3.656 0.025 2.482 0.008
H -5.280 -3.892 1.745 0.006
H -7.171 -2.853 0.521 -0.003
H -0.713 -0.486 4.626 0.008
H 0.610 1.360 3.665 -0.005
H 0.009 -1.052 -2.381 -0.002
H -1.500 -2.875 -1.655 0.004
H -2.072 -3.111 0.759 0.001
O -1.164 0.661 -4.073 0.001
P -0.217 1.825 -3.505 0.009
O 0.006 2.916 -4.444 0.007
O 1.011 1.076 -2.952 0.093
O -1.040 2.215 -2.148 0.006
P -0.583 3.672 -1.482 0.005
O -1.156 3.368 0.002 0.011
O -1.189 4.821 -2.124 0.000
O 0.939 3.522 -1.355 0.076
H -1.597 0.981 -4.863 0.000
H -0.471 3.451 0.672 0.000
C 5.461 -2.214 -0.549 -0.006
C 4.066 -2.338 -0.594 0.017
C 3.267 -1.225 -0.652 -0.004
C 3.810 0.078 -0.658 0.011
C 3.026 1.263 -0.731 -0.037
C 3.667 2.486 -0.698 0.068
C 5.059 2.594 -0.621 -0.006
C 5.833 1.468 -0.582 0.070
C 5.231 0.194 -0.592 -0.001
C 6.027 -0.969 -0.546 0.015
H 6.078 -3.099 -0.517 -0.001
H 3.622 -3.322 -0.584 0.001
H 2.196 -1.334 -0.700 0.000
H 3.088 3.398 -0.730 0.002
H 5.509 3.576 -0.600 -0.002
H 6.911 1.534 -0.541 0.003
H 7.100 -0.853 -0.512 0.001
```



3.
Entry from OMol25: 2 unconnected molecules or ions with the total composition C4H8N2O2 (ωB97M-V with the def2-TZVPD basis set).

Values from the calculation:
M, g mol⁻¹: 116.12
HOMO level, eV: -6.556
Gap between HOMO and LUMO, Ha: 0.2004
LUMO energy, eV: -1.104

```
16
Properties=species:S:1:pos:R:3:nbo_charge:R:1
C 1.068 -1.259 -0.096 -0.697
C 0.182 1.023 -0.445 0.434
C 1.294 0.187 -0.214 0.325
N 0.332 2.401 -0.419 -0.838
C -2.732 -1.153 0.377 -0.178
O -0.942 0.482 -0.643 -0.521
O 2.450 0.772 0.183 -0.652
N -1.756 -0.708 0.998 -0.266
H 3.090 0.101 0.451 0.491
H 1.111 2.767 0.108 0.388
H -0.534 2.907 -0.317 0.393
H 0.253 -1.396 0.649 0.290
H 0.650 -1.684 -1.012 0.252
H 1.969 -1.810 0.180 0.207
H -2.833 -1.076 -0.718 0.186
H -3.603 -1.555 0.920 0.187
```



4.
Entry from OMol25: a molecular structure, C23H41LiN3O2Ta in a non-equilibrium geometry (ωB97M-V with the def2-TZVPD basis set).

Values from the calculation:
Total charge: +2
M, g mol⁻¹: 579.49
HOMO level (spin up / spin down), eV: -14.598 / -13.561
Gap between HOMO and LUMO (spin up / spin down), Ha: 0.2102 / 0.1159
LUMO energy (spin up / spin down), eV: -8.878 / -10.407

```
71
Properties=species:S:1:pos:R:3:mulliken_charge:R:1
N -0.920 -1.733 0.079 -0.904
C -1.750 -1.441 1.086 0.969
O -2.254 -2.282 1.855 -0.750
Li -1.043 -3.298 1.105 0.789
Ta -0.664 0.135 -0.375 -0.407
N -1.520 1.232 0.967 1.249
N -1.495 0.480 -2.140 0.809
C -2.584 1.401 1.968 0.783
C -1.690 -0.393 -3.309 1.477
C -3.849 0.706 1.476 -1.588
C -2.843 2.881 2.224 -1.757
C -2.151 0.741 3.279 -0.973
C -2.984 -0.064 -4.033 -2.004
C -0.552 -0.117 -4.275 -1.425
C -1.724 -1.852 -2.909 -1.689
H -4.153 1.068 0.483 0.328
H -4.652 0.870 2.216 0.485
H -3.696 -0.377 1.417 0.392
H -1.985 3.345 2.722 0.398
H -3.707 2.992 2.899 0.433
H -3.065 3.419 1.293 0.364
H -1.987 -0.332 3.141 0.132
H -2.968 0.855 4.006 0.620
H -1.241 1.211 3.675 0.157
H -3.842 -0.127 -3.364 0.429
H -3.130 -0.824 -4.807 0.467
H -2.967 0.912 -4.525 0.500
H -0.521 0.944 -4.561 0.352
H -0.687 -0.727 -5.179 0.479
H 0.425 -0.377 -3.845 0.171
H -0.785 -2.213 -2.479 0.165
H -1.905 -2.438 -3.821 0.570
H -2.544 -2.047 -2.208 0.319
C -1.827 1.902 -2.339 -0.968
H -1.936 2.383 -1.354 0.220
H -1.037 2.440 -2.898 0.304
H -2.792 1.994 -2.871 0.383
C -0.343 2.218 0.931 -1.307
H 0.141 2.259 1.918 0.488
H 0.442 1.882 0.193 0.420
H -0.683 3.211 0.609 0.560
C 2.099 -2.468 -2.129 -1.283
C 3.192 -1.430 -1.876 0.366
C 2.972 -0.160 -2.696 -1.336
C 3.419 -1.133 -0.393 0.353
C 4.696 -1.316 0.137 -1.088
C 4.948 -1.003 1.472 -1.241
C 3.921 -0.586 2.316 -0.752
C 2.615 -0.415 1.834 -0.113
C 1.494 0.025 2.781 3.256
C 1.085 -1.084 3.746 -1.528
C 1.890 1.287 3.549 -1.768
C 2.406 -0.605 0.444 1.165
O 1.246 -0.160 -0.123 0.445
H 1.140 -2.126 -1.718 -0.003
H 2.352 -3.415 -1.638 0.433
H 1.985 -2.660 -3.205 0.441
H 4.133 -1.881 -2.221 0.613
H 2.078 0.363 -2.331 0.082
H 3.830 0.516 -2.589 0.371
H 2.842 -0.398 -3.759 0.450
H 5.506 -1.683 -0.507 0.437
H 5.954 -1.111 1.871 0.410
H 4.121 -0.378 3.372 0.412
H 0.597 0.261 2.177 -1.897
H 1.966 -1.456 4.291 0.453
H 0.351 -0.723 4.482 0.373
H 0.627 -1.927 3.208 0.202
H 2.176 2.098 2.868 0.453
H 1.075 1.656 4.190 0.411
H 2.751 1.071 4.196 0.445
```



5.
Entry from OMol25: a molecular structure, C4H6O2 in a non-equilibrium geometry (ωB97M-V with the def2-TZVPD basis set).

Values from the calculation:
M, g mol⁻¹: 86.09
HOMO level, eV: -7.754
Gap between HOMO and LUMO, Ha: 0.3140
LUMO energy, eV: 0.789

```
12
Properties=species:S:1:pos:R:3:nbo_charge:R:1
O 2.247 -0.050 -0.063 -0.597
C 1.554 -0.163 0.938 0.197
C 0.294 0.733 -0.248 0.252
C -0.435 -0.435 -0.883 -0.483
C -1.401 -0.151 0.281 -0.074
O -0.748 1.117 0.515 -0.497
H 2.255 -0.331 1.853 0.137
H 0.779 1.579 -0.791 0.223
H 0.090 -1.390 -0.912 0.237
H -0.867 -0.198 -1.863 0.220
H -1.264 -0.821 1.138 0.188
H -2.455 0.032 0.066 0.196
```



6.
Entry from OMol25: a molecular structure, C14H15BCl3NO in a non-equilibrium geometry (ωB97M-V with the def2-TZVPD basis set).

Values from the calculation:
M, g mol⁻¹: 330.45
HOMO level, eV: -9.386
Gap between HOMO and LUMO, Ha: 0.3396
LUMO energy, eV: -0.145

```
35
Properties=species:S:1:pos:R:3:nbo_charge:R:1
Cl 2.896 -1.721 2.154 -0.254
B 1.893 -0.133 2.067 0.456
Cl 1.835 0.723 3.728 -0.258
Cl 2.744 1.053 0.823 -0.335
O 0.570 -0.434 1.520 -0.693
C -0.327 0.444 1.045 0.386
C -1.705 0.090 1.515 -0.130
C -2.640 1.103 1.803 -0.185
C -3.943 0.767 2.189 -0.213
C -4.311 -0.563 2.379 -0.182
C -3.354 -1.554 2.216 -0.209
C -2.040 -1.245 1.847 -0.164
H -0.063 1.526 1.284 0.213
H -2.354 2.147 1.589 0.215
H -4.685 1.564 2.301 0.221
H -5.309 -0.807 2.696 0.220
H -3.612 -2.594 2.346 0.221
H -1.294 -2.027 1.676 0.241
C -0.047 1.456 -6.147 -0.200
C 0.985 0.951 -5.342 -0.189
C 0.769 0.627 -3.990 -0.219
C -0.492 0.789 -3.393 -0.050
C -0.881 0.116 -2.010 -0.236
N -0.137 0.596 -0.787 -0.637
C -1.511 1.296 -4.211 -0.210
C -1.308 1.616 -5.558 -0.204
H 0.107 1.708 -7.211 0.226
H 1.961 0.821 -5.807 0.222
H 1.598 0.150 -3.460 0.221
H -1.968 0.236 -1.847 0.223
H -0.612 -0.950 -2.071 0.224
H -0.094 1.600 -0.896 0.401
H 0.890 0.315 -0.870 0.444
H -2.525 1.351 -3.813 0.213
H -2.134 1.996 -6.157 0.221
```



7.
Entry from OMol25: 2 unconnected molecules or ions with the total composition C12H29N3O3 (ωB97M-V with the def2-TZVPD basis set).

Values from the calculation:
M, g mol⁻¹: 263.38
Structure (SMILES): CCCOCN(C)C[C@H](CN)OC.CN(C)C=O
HOMO level, eV: -8.655
Gap between HOMO and LUMO, Ha: 0.3462
LUMO energy, eV: 0.767

```
47
Properties=species:S:1:pos:R:3:nbo_charge:R:1
C 3.538 -1.514 -0.794 -0.604
C 3.609 -1.355 0.719 -0.414
C 2.550 -0.419 1.261 -0.056
O 1.294 -1.061 1.185 -0.552
C 0.256 -0.451 1.928 0.080
N -0.502 0.512 1.142 -0.463
C -0.246 1.882 1.576 -0.423
C -1.946 0.257 1.127 -0.233
C -2.315 -1.127 0.605 0.076
C -3.593 -1.083 -0.228 -0.237
N -4.718 -0.518 0.518 -0.847
O -2.444 -1.999 1.723 -0.548
C -2.326 -3.372 1.417 -0.249
H 4.327 -2.172 -1.162 0.209
H 3.663 -0.545 -1.283 0.190
H 2.578 -1.931 -1.100 0.214
H 4.590 -0.968 1.008 0.201
H 3.490 -2.326 1.206 0.208
H 2.542 0.509 0.667 0.156
H 2.772 -0.142 2.300 0.166
H 0.694 0.045 2.807 0.149
H -0.395 -1.250 2.273 0.203
H -0.507 2.042 2.634 0.170
H -0.830 2.581 0.976 0.212
H 0.807 2.128 1.430 0.203
H -2.415 0.399 2.112 0.197
H -2.378 1.008 0.458 0.192
H -1.491 -1.476 -0.037 0.181
H -3.845 -2.093 -0.559 0.191
H -3.371 -0.506 -1.135 0.178
H -5.567 -1.046 0.374 0.364
H -4.908 0.438 0.250 0.359
H -2.936 -3.935 2.123 0.191
H -1.283 -3.698 1.504 0.172
H -2.670 -3.603 0.404 0.164
C 1.360 3.644 -1.992 0.528
O 0.538 4.259 -1.340 -0.628
N 1.197 2.377 -2.421 -0.429
C 2.212 1.678 -3.176 -0.398
C -0.044 1.696 -2.086 -0.425
H 2.330 4.080 -2.288 0.104
H 1.835 1.381 -4.157 0.194
H 2.544 0.783 -2.648 0.198
H 3.069 2.334 -3.321 0.208
H -0.895 2.220 -2.523 0.206
H -0.170 1.658 -1.007 0.237
H -0.003 0.679 -2.471 0.202
```



8.
Entry from OMol25: 2 unconnected molecules or ions with the total composition C2H10NOS2 in a non-equilibrium geometry (ωB97M-V with the def2-TZVPD basis set).

Values from the calculation:
Total charge: +1
M, g mol⁻¹: 128.24
HOMO level, eV: -12.717
Gap between HOMO and LUMO, Ha: 0.3472
LUMO energy, eV: -3.269

```
16
Properties=species:S:1:pos:R:3:nbo_charge:R:1
N -1.225 0.727 -0.909 -0.720
C -0.949 1.119 0.525 -0.248
C 0.419 0.712 1.174 -0.568
S 1.035 -0.666 0.212 0.077
S 0.307 -2.345 1.084 -0.078
H -0.721 1.409 -1.570 0.476
H -2.221 1.025 -1.033 0.438
H -1.038 -0.262 -1.088 0.454
H -1.697 0.545 1.093 0.226
H -1.192 2.187 0.673 0.238
H 1.153 1.505 1.015 0.245
H 0.446 0.368 2.194 0.267
H 1.161 -2.199 2.080 0.140
H 0.480 2.870 -2.907 0.508
H -0.930 2.826 -3.526 0.512
O -0.435 2.615 -2.714 -0.968
```